# 1
DFT (ωB97M-V with the def2-TZVPD basis set) results for an isolated molecule of C4H5NO.

XYZ file:
```
11
Properties=species:S:1:pos:R:3:forces:R:3
N -1.27305 0.30209 -1.32236 0.1 0.1 -0.3
C -0.27401 0.10052 -0.38060 0.3 -0.3 0.0
C 0.03292 0.75267 0.86596 0.0 -0.1 0.0
C 1.03817 0.02285 1.41696 0.0 0.1 0.1
O 1.40140 -0.99825 0.61731 0.1 0.0 0.1
C 0.61658 -0.91765 -0.49092 0.0 0.0 -0.2
H -1.69785 -0.53549 -1.67481 -0.2 0.2 0.0
H -1.81837 1.13846 -1.37045 0.0 0.0 0.2
H -0.40886 1.64361 1.28830 -0.1 -0.2 0.0
H 1.55666 0.07357 2.36292 -0.1 0.1 -0.1
H 0.82642 -1.58237 -1.31230 0.0 -0.1 0.2
```
Forces are in eV/Å.

SMILES = Nc1ccoc1
Electronic energy = -7765.58763 eV
E_LUMO = 1.118 eV
Net charge = 0
M = 83.090 g/mol
Relative energy (zero: lowest compared OMol25 entry of this formula, charge and spin) = 21.6 kcal/mol
Orbital gap = 9.01 eV

These are the Löwdin partial charges, in e, on atoms 1 to 5:
1. N 0.083
2. C -0.336
3. C -0.013
4. C -0.139
5. O -0.010

=====

# 2
DFT (ωB97M-V with the def2-TZVPD basis set) results for an isolated molecule of C4H5NO.

XYZ file:
```
11
Properties=species:S:1:pos:R:3:forces:R:3
C -1.53724 -0.05301 -0.52688 0.0 0.0 -0.2
C -0.27013 -0.02831 0.27683 -0.4 0.0 0.7
O -0.40265 0.09565 1.46583 -0.5 -0.3 -0.3
C 1.17645 -0.09484 -0.31503 0.1 -0.1 0.3
C 1.93503 0.53099 0.78613 -0.4 0.0 0.8
N 1.88475 0.65050 1.94162 1.5 0.5 -1.1
H -2.18914 0.65567 -0.00753 0.0 -0.1 -0.3
H -1.98377 -1.04496 -0.41005 0.0 0.1 -0.2
H -1.44524 0.20447 -1.57972 0.1 -0.1 0.0
H 1.24245 0.18950 -1.37566 0.2 0.5 0.7
H 1.58948 -1.10565 -0.25553 -0.6 -0.4 -0.3
```
Forces are in eV/Å.

SMILES = CC(=O)CC#N
Electronic energy = -7764.91591 eV
E_LUMO = 0.560 eV
Net charge = 0
M = 83.090 g/mol
Relative energy (zero: lowest compared OMol25 entry of this formula, charge and spin) = 37.1 kcal/mol
Orbital gap = 10.79 eV

These are the Löwdin partial charges, in e, on atoms 1 to 5:
1. C -0.009
2. C -0.426
3. O 0.066
4. C -0.084
5. C -0.219

=====

# 3
DFT (ωB97M-V with the def2-TZVPD basis set) results for a structure of composition C4H5NO.

XYZ file:
```
11
Properties=species:S:1:pos:R:3:forces:R:3
O 2.30466 -0.80015 -0.06477 -0.4 0.2 0.0
C 1.16206 -0.39473 -0.01350 0.1 -0.1 -0.1
N 0.00294 -1.10034 -0.11460 0.1 0.0 0.0
C -1.18101 -0.27584 0.06306 -0.2 0.1 0.0
C -0.71773 1.14173 0.33862 0.1 -0.2 0.0
C 0.67724 1.03847 0.19512 0.1 0.1 0.2
H 0.00058 -2.10456 -0.19902 0.0 0.1 0.0
H -1.77486 -0.58739 0.93202 0.1 0.0 -0.1
H -1.84889 -0.31083 -0.80638 0.1 0.0 0.1
H 0.03360 1.53110 -0.73297 0.1 0.0 -0.2
H 1.38814 1.83448 0.41364 -0.1 -0.1 -0.1
```
Forces are in eV/Å.

Electronic energy = -7763.41421 eV
E_LUMO = 0.649 eV
Net charge = 0
M = 83.090 g/mol
Relative energy (zero: lowest compared OMol25 entry of this formula, charge and spin) = 71.8 kcal/mol
Orbital gap = 9.65 eV

These are the Löwdin partial charges, in e, on atoms 1 to 5:
1. O 0.062
2. C -0.484
3. N 0.069
4. C -0.224
5. C -0.027

=====

What did the third record say?
DFT (ωB97M-V with the def2-TZVPD basis set) results for a structure of composition C4H5NO.

XYZ file:
```
11
Properties=species:S:1:pos:R:3:forces:R:3
O 2.30466 -0.80015 -0.06477 -0.4 0.2 0.0
C 1.16206 -0.39473 -0.01350 0.1 -0.1 -0.1
N 0.00294 -1.10034 -0.11460 0.1 0.0 0.0
C -1.18101 -0.27584 0.06306 -0.2 0.1 0.0
C -0.71773 1.14173 0.33862 0.1 -0.2 0.0
C 0.67724 1.03847 0.19512 0.1 0.1 0.2
H 0.00058 -2.10456 -0.19902 0.0 0.1 0.0
H -1.77486 -0.58739 0.93202 0.1 0.0 -0.1
H -1.84889 -0.31083 -0.80638 0.1 0.0 0.1
H 0.03360 1.53110 -0.73297 0.1 0.0 -0.2
H 1.38814 1.83448 0.41364 -0.1 -0.1 -0.1
```
Forces are in eV/Å.

Electronic energy = -7763.41421 eV
E_LUMO = 0.649 eV
Net charge = 0
M = 83.090 g/mol
Relative energy (zero: lowest compared OMol25 entry of this formula, charge and spin) = 71.8 kcal/mol
Orbital gap = 9.65 eV

These are the Löwdin partial charges, in e, on atoms 1 to 5:
1. O 0.062
2. C -0.484
3. N 0.069
4. C -0.224
5. C -0.027

=====

Q: The lowest relative energy (zero: lowest compared OMol25 entry of this formula, charge and spin) belongs to which entry?
A: number 1

=====

Q: Number 3 is which compound?
A: C4H5NO